Entry 1:
27
Properties=species:S:1:pos:R:3:forces:R:3 method="wB97M-V/def2-TZVPD" homo_lumo_gap_ev=9.76 e_above_lowest_ev=1.4192 smiles=C[C@@H](N)[C@@H](C)OC(C)(C)O homo_ev=-8.98
C 1.77986 1.75697 -0.22992 0.0115 -0.2826 0.1394
C 1.96952 0.30908 0.23619 -0.2924 0.2413 -0.2956
N 1.94397 0.15808 1.68544 -0.0052 0.0547 0.1184
C 0.89062 -0.63120 -0.36092 0.3047 0.0768 -0.2887
C 1.28732 -2.08202 -0.06979 -0.3316 0.2864 -0.1999
O -0.35740 -0.41557 0.27517 -1.1198 0.7384 -0.2042
C -1.68572 0.25228 -0.15407 1.3191 -0.8712 0.1420
C -2.21804 -0.30507 -1.46896 0.4765 0.0336 0.2873
C -2.49532 -0.16047 1.05664 0.9190 -0.7209 0.4114
O -1.60573 1.63957 -0.19328 0.3124 0.0422 -0.0798
H 1.85397 1.82943 -1.31506 -0.0041 0.0444 -0.1217
H 2.54730 2.39726 0.20482 0.0406 0.0554 -0.0050
H 0.80674 2.12547 0.09295 -0.0323 0.0332 0.0277
H 2.94865 -0.04242 -0.11484 -0.1443 -0.0246 -0.0628
H 0.98414 0.27022 1.99875 0.0582 0.0561 0.0344
H 2.50326 0.88041 2.12574 -0.0588 -0.0682 -0.0096
H 0.82595 -0.46430 -1.44625 0.0190 0.0361 0.0562
H 2.24654 -2.31928 -0.52434 0.0892 -0.0140 -0.0565
H 0.53188 -2.76424 -0.45360 -0.0389 -0.0670 -0.0286
H 1.37086 -2.20110 1.00670 0.0114 -0.0833 0.0475
H -2.27293 -1.38911 -1.41937 0.0009 -0.0733 -0.0325
H -1.57591 -0.01872 -2.30215 0.0493 -0.0209 -0.0900
H -3.21554 0.10077 -1.63844 0.0382 -0.0012 0.0089
H -2.66260 0.69479 1.70598 -0.1508 -0.0384 0.0097
H -3.41826 -0.66476 0.78541 -0.1316 0.1117 0.0664
H -1.78197 -0.87839 1.54122 -1.2982 0.5416 0.0542
H -1.20116 1.92228 -1.02403 -0.0422 -0.0863 0.0712

---

Entry 2:
25
Properties=species:S:1:pos:R:3:forces:R:3 method="wB97M-V/def2-TZVPD" homo_lumo_gap_ev="10.12 / 6.98" e_above_lowest_ev=0.0000 multiplicity=2 homo_ev="-9.23 / -8.83"
C 2.64255 -1.26382 0.25931 -0.2260 0.4211 -0.3258
C 2.62000 0.17414 -0.26579 0.2113 -0.0646 0.3126
C 2.11352 1.16850 0.77890 -0.2571 -0.1728 -0.1212
S 0.36758 0.96735 1.16670 0.1655 0.1876 0.1082
H 3.41616 -1.36698 1.01817 -0.0039 -0.1098 0.0850
H 2.83947 -1.96155 -0.55220 0.0770 -0.0937 0.0390
H 1.67198 -1.50944 0.68991 0.0092 -0.1171 0.0756
H 3.63743 0.45300 -0.55130 -0.0023 0.1100 -0.0666
H 1.99951 0.27261 -1.15678 -0.0345 -0.1139 -0.0565
H 2.27951 2.20204 0.47389 0.0049 0.0495 0.0227
H 2.61763 1.04078 1.74176 0.1394 0.0048 0.0132
C -1.62087 0.90612 -2.07910 -0.0397 -0.1725 -0.2731
C -2.20227 -1.66158 0.77136 0.0416 -0.0978 0.2240
C -2.51816 -0.47599 -0.12441 0.0493 -0.0597 -0.2746
C -1.61786 -0.43618 -1.36466 -0.0779 -0.0809 0.4131
H -2.61679 1.16200 -2.44406 -0.0589 0.0917 0.1129
H -0.96680 0.89437 -2.95321 0.0522 -0.0186 0.0255
H -1.26882 1.69685 -1.41522 -0.0813 0.0619 0.0378
H -2.83649 -1.67796 1.65945 -0.0082 0.0190 -0.0039
H -1.16436 -1.63630 1.10671 0.0276 0.0419 0.0026
H -2.34892 -2.61120 0.25374 -0.0365 0.0133 -0.1043
H -2.38745 0.46549 0.41241 -0.0650 -0.0063 0.1770
H -3.57034 -0.53954 -0.41212 -0.0370 0.1901 -0.1122
H -0.60503 -0.64387 -1.00841 0.0552 -0.0993 -0.1831
H -1.91178 -1.24961 -2.03153 0.0953 0.0161 -0.1283